Record 1
C24H30CoN2O3PS2 | ωB97M-V/def2-TZVPD

Last column: Mulliken charge in e.
Element x y z (Å)
Co (0.20853, 0.95954, -1.95185)  0.566
S (0.03438, 0.81341, -4.29965)  -0.368
S (-2.02706, 1.72477, -1.99788)  -0.280
P (0.00763, 2.41723, 1.43215)  -0.186
O (0.69533, -1.07681, -1.33303)  -0.155
O (3.48820, 2.01472, 0.06088)  -0.672
O (1.70061, 1.80196, -1.23180)  -0.594
N (1.55790, -2.88579, -2.48037)  0.128
N (1.15711, -2.96395, -0.20256)  0.159
C (1.99232, -2.15148, -3.65099)  -1.064
C (1.85285, -4.23562, -0.00911)  -0.664
C (-1.65724, 0.70366, -4.48376)  0.544
C (0.71629, -2.32126, 1.02623)  -0.993
C (-2.54449, 1.18447, -3.52542)  0.798
C (-1.37500, -0.06973, 1.73886)  -0.033
C (1.13586, -2.24926, -1.35903)  0.382
C (-2.38724, -0.86967, 2.25100)  -0.345
C (0.75151, 2.37385, 4.16983)  -0.105
C (1.48845, 4.30361, 5.39953)  -0.437
C (1.50087, 1.31900, 1.17212)  0.667
C (1.25578, 5.09878, 4.29076)  -0.513
C (1.22778, 2.93922, 5.33956)  -0.671
C (2.31281, 1.74521, -0.07356)  0.291
C (-2.13359, 0.15202, -5.79965)  -1.447
C (-2.21462, 1.79694, 2.98346)  -0.423
C (0.78338, 4.52877, 3.11411)  -0.426
C (-1.25333, 1.26198, 2.12316)  0.024
C (-3.23914, 1.00620, 3.47636)  -0.609
C (1.80165, -4.31733, -2.44547)  -0.797
C (2.65590, -4.63553, -1.22943)  -0.605
C (-4.01586, 1.29060, -3.81731)  -1.521
C (0.53417, 3.16437, 3.03952)  0.272
C (-3.31705, -0.33534, 3.12793)  -0.631
H (1.39634, 2.31616, 6.20926)  0.392
H (1.47620, -1.63819, 1.41383)  0.505
H (2.93535, -2.57223, -4.00436)  0.408
H (1.10558, -5.00274, 0.21905)  0.304
H (-0.20248, -1.76788, 0.85110)  -0.115
H (0.52090, -3.09119, 1.77045)  0.479
H (1.86825, 4.74125, 6.31391)  0.374
H (1.25438, -2.19272, -4.45160)  0.267
H (-1.47003, -0.64599, -6.12614)  0.378
H (1.17622, 0.29388, 0.99236)  -1.018
H (-2.15374, 2.84080, 3.26677)  0.440
H (2.91148, -5.69313, -1.17546)  0.378
H (-4.09865, -0.96122, 3.53945)  0.371
H (-4.50698, 1.84965, -3.02523)  0.422
H (2.15410, 1.36573, 2.03772)  0.604
H (-4.18662, 1.79815, -4.76848)  0.360
H (1.43953, 6.16453, 4.33906)  0.396
H (2.15604, -1.11436, -3.38782)  0.271
H (-2.45174, -1.91120, 1.95976)  0.423
H (0.60393, 5.14471, 2.24097)  0.362
H (2.50555, -4.13681, 0.86126)  0.413
H (3.57827, -4.05466, -1.28763)  0.310
H (-3.14755, -0.24072, -5.73417)  0.352
H (-2.10498, 0.93038, -6.56642)  0.315
H (-3.98051, 1.43190, 4.14098)  0.404
H (0.85312, -4.86214, -2.38823)  0.318
H (2.30088, -4.59814, -3.36985)  0.409
H (0.53686, 1.31247, 4.13326)  0.387
H (-4.47232, 0.29947, -3.87234)  0.332
H (-0.69207, -0.49431, 1.01395)  0.468

LUMO (spin up / spin down): 0.37 / -1.63 eV
gap between HOMO and LUMO (spin up / spin down): 0.294 / 0.240 Eh
2S+1: 5
expectation value of S²: 6.018
HOMO level (spin up / spin down): -7.62 / -8.15 eV

Record 2
C24H30F3N4OOsS2 | ωB97M-V/def2-TZVPD

Last column: Mulliken charge in e.
Element x y z (Å)
Os (-0.27430, 1.31032, 0.58009)  0.844
S (-1.91489, -0.04189, -0.25610)  -0.261
S (-1.93838, 3.17813, -1.55611)  0.510
F (6.51027, -4.37037, -2.72242)  -0.236
F (7.67078, -2.54847, -2.55010)  -0.216
F (7.48502, -3.87914, -0.84933)  -0.242
O (-1.34504, 2.81102, -0.13229)  -0.258
N (-2.36065, -2.51859, -0.87081)  -0.109
N (1.63987, 3.52870, 3.91000)  -0.040
N (-0.80369, -2.22245, 0.87619)  -0.004
N (0.65053, 2.27005, 2.06211)  -0.626
C (3.42635, -1.69709, -1.99121)  -0.584
C (3.08274, 3.86115, 3.91791)  -0.856
C (2.20800, -0.39901, -0.32505)  2.414
C (-5.67465, 2.15580, -2.38860)  -0.654
C (-3.67463, 3.03404, -1.42212)  0.678
C (-4.29185, 2.26094, -2.40141)  -0.250
C (-4.39675, 3.69484, -0.42936)  -0.377
C (-5.77251, 3.56714, -0.42538)  -0.776
C (1.12248, 2.87005, 2.94797)  0.763
C (-2.49291, -3.98612, -1.02678)  -0.332
C (-1.68415, 4.93541, -1.56212)  -1.099
C (1.23773, 0.26913, 0.05356)  -2.720
C (-3.35156, -4.27223, -2.24332)  -1.560
C (0.99255, -3.89430, 1.13670)  -1.127
C (-1.62231, -1.79331, -0.05617)  0.874
C (6.84622, -3.37404, -1.90304)  0.830
C (-0.47378, -3.57770, 1.36883)  -0.411
C (5.52232, -2.08349, -0.18191)  -0.696
C (-6.40724, 2.80646, -1.40570)  -0.437
C (4.39729, -1.34089, 0.20422)  -0.485
C (5.60388, -2.60918, -1.46567)  0.274
C (0.81286, 3.98920, 5.04952)  -0.864
C (4.56865, -2.41638, -2.37193)  -0.774
C (3.33222, -1.14698, -0.69571)  0.716
H (-2.91822, -3.83799, -3.14496)  0.420
H (1.23940, -4.84505, 1.60702)  0.435
H (1.63323, -3.12892, 1.58014)  0.333
H (0.89672, 5.07118, 5.12579)  0.338
H (-2.95203, -4.39992, -0.12883)  0.369
H (-0.61107, 5.11414, -1.58800)  0.434
H (1.18617, 3.52326, 5.95897)  0.336
H (-0.71333, -3.59005, 2.43176)  0.335
H (2.61882, -1.55029, -2.69605)  0.478
H (-7.48614, 2.72771, -1.40263)  0.444
H (-2.14240, 5.38384, -0.68395)  0.377
H (3.52764, 3.46122, 4.82653)  0.338
H (6.33141, -2.24399, 0.51873)  0.480
H (3.18851, 4.94380, 3.89944)  0.335
H (3.56558, 3.42768, 3.04706)  0.337
H (4.64145, -2.83047, -3.36955)  0.458
H (-2.14963, 5.30571, -2.47631)  0.429
H (-3.70630, 1.77222, -3.17057)  0.460
H (-2.97836, -1.98519, -1.46829)  0.253
H (-3.90438, 4.28188, 0.33528)  0.325
H (-0.22423, 3.70949, 4.88920)  0.340
H (1.21640, -3.96924, 0.07138)  0.285
H (-0.30137, -1.48477, 1.35001)  -0.019
H (4.34458, -0.91488, 1.19719)  0.491
H (-3.42129, -5.34793, -2.39138)  0.391
H (-6.17856, 1.57810, -3.15104)  0.433
H (-4.36519, -3.89170, -2.11063)  0.421
H (-1.50009, -4.41700, -1.15253)  0.362
H (-6.35507, 4.07270, 0.33235)  0.424
H (-1.11273, -4.30627, 0.88940)  0.250

LUMO (spin up / spin down): -11.58 / -11.59 eV
gap between HOMO and LUMO (spin up / spin down): 0.182 / 0.181 Eh
net charge: +3
HOMO level (spin up / spin down): -16.52 / -16.52 eV

Record 3
C24H30F9NO14P2 | ωB97M-V/def2-TZVPD

Last column: Mulliken charge in e.
Element x y z (Å)
P (-1.62198, -2.04638, -0.71355)  0.579
P (3.27536, 1.48167, 1.87356)  0.930
F (0.86918, 8.76241, 5.58674)  -0.244
F (1.42516, 7.79323, 7.43271)  -0.240
F (2.33970, 7.17711, 5.57550)  -0.244
F (-4.45609, -3.87531, -3.89773)  -0.247
F (2.53415, -5.36463, -1.29720)  -0.286
F (1.82003, -3.80704, 0.02279)  -0.283
F (-5.99466, -2.84012, -5.00211)  -0.258
F (-4.67980, -1.73762, -3.68720)  -0.256
F (3.15445, -3.32020, -1.60771)  -0.243
O (-2.77476, -2.70685, 0.40233)  -0.474
O (-0.34867, 6.54791, 4.63558)  -0.341
O (-4.19939, -1.55534, -6.55810)  -0.338
O (-0.45511, -1.79684, -3.87072)  -0.454
O (-4.42016, -0.32071, 0.80352)  -0.483
O (4.72980, 1.94745, 1.91838)  -0.687
O (3.73644, -5.16758, 1.35520)  -0.307
O (-3.04288, 3.66342, 2.59903)  -0.495
O (5.23608, -4.12852, 0.02622)  -0.522
O (-0.33681, -3.22517, -0.64957)  -0.551
O (-0.34725, 5.77764, 6.75767)  -0.507
O (3.10794, -0.23243, 1.79968)  -0.404
O (2.45892, 1.94003, 3.32436)  -0.496
O (-2.68780, -3.08574, -5.87408)  -0.491
N (-3.76790, 1.30532, 2.35863)  -0.211
C (-1.95040, 0.49817, 0.83425)  0.430
C (1.16580, -0.38531, -2.66420)  -0.581
C (-1.01117, -0.39928, -0.00452)  0.536
C (5.12119, -4.30188, 3.15617)  -1.126
C (-2.88063, 2.47945, 2.24813)  0.042
C (-3.34607, -1.21583, -7.66204)  -0.158
C (-0.17385, 2.36781, 1.30611)  -0.627
C (1.17254, 7.56559, 6.13123)  0.829
C (0.96722, -1.72655, -3.52795)  -0.398
C (0.07158, 6.53097, 5.91677)  0.375
C (2.32517, 2.15603, 0.35495)  -1.069
C (0.84664, 1.51790, 0.46393)  0.023
C (-1.62252, 1.87024, 1.48767)  0.221
C (-1.36019, 5.58547, 4.29255)  0.081
C (2.90802, -4.23876, -0.65377)  1.203
C (-3.48712, -2.22857, -8.78256)  -1.114
C (-4.71574, -2.74616, -4.58209)  0.871
C (-3.73938, -2.51722, -5.73210)  0.411
C (-2.72891, 6.06536, 4.73562)  -1.221
C (1.52813, -0.63225, -1.10005)  0.694
C (0.45230, 0.15337, -0.21532)  -0.205
C (4.10753, -4.47626, 0.25867)  0.111
C (-3.47999, 0.36272, 1.25040)  -0.202
C (4.78847, -5.49304, 2.27785)  -0.203
H (2.56944, -0.15466, -0.94575)  0.457
H (5.51617, -3.47296, 2.56408)  0.332
H (-1.34325, 5.48415, 3.20541)  0.220
H (2.20509, 3.28824, 0.54040)  0.445
H (0.02477, -3.37538, -1.54778)  0.353
H (2.85162, 1.92207, -0.62610)  0.346
H (-4.53377, -2.32763, -9.08000)  0.299
H (-3.66551, -0.23260, -8.01542)  0.336
H (-3.15108, -3.21818, -8.46457)  0.320
H (-2.30837, -1.11844, -7.33233)  0.256
H (-3.50411, 5.37205, 4.40613)  0.354
H (1.34702, -2.67324, -3.02104)  0.231
H (4.22360, -3.93483, 3.65988)  0.275
H (1.64569, -1.72431, -0.81464)  -0.643
H (-1.11954, 4.60476, 4.71145)  0.276
H (-3.80865, 0.91824, 3.30959)  0.311
H (0.18372, 0.22152, -2.70501)  0.348
H (1.51527, -1.57075, -4.53152)  0.290
H (-2.89737, -1.92674, -9.65024)  0.375
H (1.95323, 0.27820, -3.18252)  0.278
H (5.86503, -4.57378, 3.90735)  0.388
H (5.66888, -5.86199, 1.74539)  0.324
H (-0.87186, -2.58406, -3.46322)  0.277
H (3.11729, -0.60033, 2.72000)  0.287
H (4.41989, -6.31332, 2.89815)  0.336
H (-2.78331, 6.15259, 5.82343)  0.343
H (-2.45981, -2.35433, 1.27456)  0.302
H (1.64379, 1.38080, 3.41277)  0.330
H (-2.93866, 7.05618, 4.32550)  0.325
H (0.12224, 3.36103, 1.77243)  0.254

LUMO: -1.39 eV
gap between HOMO and LUMO: 0.281 Eh
SMILES: O=C1NC(=O)c2c1cc(CP(=O)(O)O)c(CCCO)c2P(O)O.CCOC(=O)C(F)(F)F.CCOC(=O)C(F)(F)F.CCOC(=O)C(F)(F)F
HOMO level: -9.04 eV